[1]
Formula: C10H18N6OTl
Source: the OMol25 dataset
Level of theory: wB97M-V/def2-TZVPD

CARTESIAN COORDINATES (ANGSTROEM)
1 Tl 1.08513 3.75581 0.21797
2 O -2.58065 -8.12563 -1.44131
3 C -3.66272 -8.83531 -1.98822
4 C -3.35431 -10.29757 -1.82655
5 C -4.19168 -11.36755 -2.16576
6 C -3.76200 -12.66501 -1.95155
7 C -2.50927 -12.93061 -1.40271
8 C -1.69143 -11.85880 -1.07357
9 N -2.21097 -10.68369 -1.32675
10 H -2.71571 -7.18058 -1.56439
11 H -3.80403 -8.63895 -3.05645
12 H -4.60774 -8.63091 -1.47424
13 H -5.16452 -11.14633 -2.58575
14 H -4.41223 -13.48923 -2.21348
15 H -2.15115 -13.93512 -1.22742
16 H -0.69841 -11.92943 -0.64653
17 C 2.43773 7.87207 4.02854
18 N 2.61375 8.15390 2.61334
19 C 3.34491 9.36194 2.27430
20 C 2.11816 7.28127 1.62493
21 N 1.96317 6.03277 1.87875
22 N 1.87654 7.87597 0.41933
23 C 1.74529 7.27014 -0.85134
24 N 1.70845 8.18967 -1.83569
25 N 1.65001 5.99958 -0.99041
26 H 2.30455 8.82260 4.54627
27 H 3.35540 7.41359 4.41667
28 H 1.57887 7.23102 4.20056
29 H 4.06068 9.56667 3.06922
30 H 2.64358 10.20679 2.23695
31 H 3.84508 9.24979 1.31603
32 H 2.24406 5.78711 2.82570
33 H 1.65716 8.86051 0.43950
34 H 2.06888 9.12227 -1.72085
35 H 1.54450 7.89409 -2.78444
36 H 1.67088 5.76715 -1.98067

Summary:
HOMO energy (spin up / spin down): -16.393 / -16.412 eV
Net charge: +3
Kohn-Sham gap (spin up / spin down): 0.258 / 0.167 hartree


[2]
Formula: C5H13N2
Source: the OMol25 dataset
Level of theory: wB97M-V/def2-TZVPD

CARTESIAN COORDINATES (ANGSTROEM)
1 C -2.73363 -0.41976 -0.59463
2 C -1.55694 -0.44399 0.40785
3 C -0.14219 -0.54024 -0.25067
4 C 1.09179 -0.22389 0.54251
5 C 2.13496 0.77262 0.03114
6 N 3.17605 0.27588 -0.85963
7 N -1.42201 0.77583 1.26836
8 H -2.28819 -0.40502 -1.50347
9 H -3.28477 0.48200 -0.43499
10 H -3.12478 -1.40470 -0.38820
11 H -1.72208 -1.26128 1.00701
12 H -0.09350 -1.64292 -0.64251
13 H -0.31052 0.30107 -0.97034
14 H -1.94921 0.74499 2.16870
15 H 1.53429 -1.05478 1.07205
16 H 2.45744 1.39496 0.85695
17 H 1.58582 1.46898 -0.67225
18 H 3.92109 -0.38380 -0.72215
19 H 3.18212 0.68351 -1.73635
20 H -0.45575 0.88052 1.42063

Summary:
Energy above the lowest of the compared OMol25 structures with the same formula, charge and spin: 6.131 eV
HOMO energy: -13.763 eV
Net charge: +1
Kohn-Sham gap: 0.230 hartree


[3]
Formula: C76H54F2N12O6S2Sr
Source: the OMol25 dataset
Level of theory: wB97M-V/def2-TZVPD

CARTESIAN COORDINATES (ANGSTROEM)
1 Sr 0.34245 0.41804 -0.21690
2 C 0.36040 -5.10384 6.21787
3 C 1.67854 -4.78679 5.89779
4 C 1.95954 -3.89652 4.86407
5 C 0.91240 -3.31647 4.18024
6 C 0.86445 -2.47470 2.94259
7 N 1.58938 -2.56544 1.91134
8 C 1.07932 -2.70469 0.46054
9 C 0.56258 -4.12558 0.65975
10 C 1.16036 -5.36474 0.60413
11 C 0.35345 -6.48553 0.81566
12 C -0.99970 -6.32037 1.06096
13 C -1.57279 -5.04465 1.13546
14 C -0.76442 -3.92915 0.98999
15 C -1.07809 -2.37094 0.78915
16 N -0.82227 -1.30879 1.89724
17 C -1.76996 -0.26742 1.76910
18 N -1.83874 0.08538 0.46983
19 C -3.15083 0.18139 0.10554
20 N -3.52432 -0.79154 -0.93638
21 C -3.59358 -1.90252 -0.05992
22 N -2.58780 -2.34221 0.77835
23 C -3.12457 -2.88538 1.99321
24 N -2.47976 -3.23048 3.15911
25 C -1.31097 -2.90663 3.57793
26 N -0.43440 -1.91124 3.03940
27 C -0.42755 -3.62257 4.51573
28 C -0.69997 -4.53084 5.52566
29 C -4.49170 -3.04017 1.74981
30 C -5.53494 -3.57852 2.53768
31 C -6.81796 -3.52905 2.05594
32 C -7.11485 -2.92532 0.80148
33 C -6.11344 -2.38801 0.02939
34 C -4.78663 -2.45950 0.48257
35 C -3.89740 0.32314 1.32352
36 C -5.24382 0.60419 1.61479
37 C -5.65752 0.64986 2.92847
38 C -4.75656 0.39681 3.99328
39 C -3.44149 0.07410 3.74358
40 C -2.99751 0.02402 2.41209
41 N -0.05211 -2.02682 -0.15058
42 H 0.16290 -5.81295 7.01309
43 H 2.49047 -5.25368 6.44301
44 H 2.98317 -3.65831 4.59838
45 H 2.21356 -5.46783 0.37114
46 H 0.78088 -7.48200 0.77169
47 H -1.63515 -7.18947 1.19697
48 H -2.63885 -4.96564 1.29660
49 H -1.72905 -4.78423 5.75346
50 H -5.30463 -4.02706 3.49809
51 H -7.62928 -3.95038 2.64125
52 H -8.14438 -2.88197 0.46077
53 H -6.32874 -1.91332 -0.92188
54 H -5.94735 0.77499 0.80671
55 H -6.69550 0.87072 3.15848
56 H -5.11282 0.44702 5.01815
57 H -2.76698 -0.14587 4.56550
58 C 6.88164 12.74905 2.50490
59 O 5.83156 12.17063 3.25424
60 C 5.29569 11.01421 2.78033
61 C 4.23929 10.48359 3.51442
62 C 3.63692 9.30997 3.11477
63 C 4.06642 8.63117 1.97150
64 C 5.11724 9.17083 1.25285
65 C 5.73864 10.35572 1.64480
66 C 3.39982 7.37471 1.59177
67 N 2.42874 6.81323 2.26327
68 C 2.12627 5.65887 1.57547
69 C 2.91697 5.53868 0.47309
70 N 3.73101 6.64628 0.48749
71 C 2.86941 4.42212 -0.41676
72 C 3.71469 4.25905 -1.51306
73 C 3.64872 3.10575 -2.25680
74 C 2.72036 2.14194 -1.87828
75 N 1.88595 2.29530 -0.86690
76 C 1.94004 3.40742 -0.11532
77 C 1.05260 3.52685 1.06011
78 N 0.17345 2.53811 1.30269
79 C -0.53841 2.60499 2.42009
80 C -0.44217 3.64734 3.34242
81 C 0.41063 4.68392 3.07395
82 C 1.16501 4.64174 1.90553
83 H 7.15123 13.66980 3.01409
84 H 6.56620 12.98206 1.48472
85 H 7.75600 12.09411 2.46521
86 H 3.90954 11.00973 4.40202
87 H 2.81784 8.88241 3.68017
88 H 5.48763 8.67253 0.36379
89 H 6.56124 10.73865 1.05895
90 H 4.46713 6.84803 -0.16277
91 H 4.43286 5.03212 -1.76518
92 H 4.30066 2.93640 -3.10370
93 H 2.66106 1.19787 -2.41703
94 H -1.23294 1.79407 2.59117
95 H -1.03675 3.61682 4.24583
96 H 0.53528 5.52200 3.74850
97 O -0.89260 -0.28465 -2.28588
98 S -1.96162 -1.31076 -2.59007
99 C -3.11228 -0.37786 -3.67463
100 C -2.35703 0.58303 -4.58800
101 C -2.90701 2.01470 -4.58595
102 C -2.87898 2.72007 -3.22505
103 S -1.32908 3.43577 -2.53303
104 O -0.79296 2.44380 -1.56979
105 C -0.23947 3.42437 -3.95823
106 C 0.62826 2.36306 -4.15250
107 C 1.51421 2.39906 -5.21996
108 C 1.54950 3.50308 -6.06257
109 C 0.70281 4.58062 -5.83713
110 C -0.19313 4.54421 -4.77492
111 C -1.12846 -2.12501 -4.07662
112 C -1.82878 -3.00322 -4.89929
113 C -1.17494 -3.71185 -5.89961
114 C 0.20063 -3.57749 -6.06749
115 C 0.91377 -2.74243 -5.21661
116 C 0.24993 -2.02256 -4.22762
117 H -3.73693 0.12072 -2.93723
118 H -3.73009 -1.09380 -4.21820
119 H -2.32841 0.20336 -5.61167
120 H -1.33355 0.61979 -4.23138
121 H -3.95168 2.00385 -4.91458
122 H -2.35415 2.60747 -5.31953
123 H -3.15453 2.04959 -2.40122
124 H -3.57093 3.56482 -3.22090
125 H 0.60651 1.52950 -3.45704
126 H 2.18127 1.56207 -5.39272
127 H 2.25431 3.53457 -6.88506
128 H 0.74790 5.45168 -6.47934
129 H -0.85104 5.38392 -4.57282
130 H -2.89720 -3.14602 -4.75215
131 H -1.73627 -4.37590 -6.54791
132 H 0.71116 -4.12924 -6.84861
133 H 1.99050 -2.65630 -5.32148
134 H 0.79216 -1.37247 -3.54723
135 F 3.34212 -3.30475 -0.12706
136 C 2.21106 -2.64563 -0.54565
137 F 2.62280 -1.35617 -0.85345
138 H 1.87479 -3.10117 -1.47152
139 O 4.16591 -1.45527 2.04025
140 C 5.15016 -0.56205 2.20521
141 C 6.47540 -0.95624 2.42070
142 C 7.46563 -0.01169 2.63384
143 C 7.13898 1.33751 2.63761
144 C 5.81755 1.71571 2.41764
145 C 4.80000 0.79374 2.19131
146 C 3.37704 1.34905 1.89784
147 O 3.25870 2.56343 2.18160
148 O 2.51302 0.61369 1.35206
149 H 4.48243 -2.35288 1.89928
150 H 6.71470 -2.01622 2.42281
151 H 8.48852 -0.33256 2.80122
152 H 7.90297 2.08704 2.80905
153 H 5.52934 2.75800 2.41470

Summary:
HOMO energy: -0.304 eV
Net charge: -2
Kohn-Sham gap: 0.113 hartree


Number 1: total energy -967.1035 Eh. Number 2: total energy -307.3963 Eh. Number 3: total energy -5063.8186 Eh.